The following is a quantum chemistry calculation of a 8-piece molecular cluster, C45H41N7O17 overall in a non-equilibrium geometry, from the OMol25 dataset.

Atoms and positions in Å:
1 O -5.07830 1.39123 4.53234
2 N -4.49776 1.59525 5.59031
3 O -5.05828 1.86248 6.62378
4 C -3.04866 1.44359 5.57979
5 C -2.38490 1.19148 4.39221
6 C -1.00740 0.93086 4.36601
7 C -0.34988 0.84590 5.58018
8 C -1.02441 0.94029 6.79914
9 C -2.35204 1.29764 6.79006
10 H -2.96827 1.33989 3.49199
11 H -0.48237 0.82280 3.42907
12 H 0.72545 0.70976 5.56816
13 H -0.51832 0.72625 7.72890
14 H -2.90721 1.43133 7.70958
15 O 0.67492 5.35236 -5.63996
16 N 0.35280 4.87392 -4.58162
17 O 1.06769 4.56114 -3.65957
18 C -1.02735 4.33740 -4.47619
19 C -1.57717 4.04544 -3.22486
20 C -2.84029 3.49244 -3.12290
21 C -3.63044 3.25069 -4.26705
22 C -3.06086 3.56240 -5.47280
23 C -1.79815 4.09216 -5.60209
24 H -1.02822 4.21149 -2.30734
25 H -3.26613 3.15338 -2.18761
26 H -4.58685 2.75737 -4.17882
27 H -3.72932 3.50067 -6.32597
28 H -1.45302 4.31423 -6.60281
29 O -5.45001 6.04684 0.52005
30 N -4.57886 5.24423 0.21307
31 O -3.44233 5.54316 -0.09286
32 C -4.96677 3.83192 0.28036
33 C -3.96179 2.90141 0.52114
34 C -4.24293 1.54322 0.65773
35 C -5.56124 1.13171 0.58720
36 C -6.59914 2.04658 0.51751
37 C -6.30358 3.40354 0.41029
38 H -2.96730 3.33302 0.50759
39 H -3.46033 0.81275 0.80161
40 H -5.75330 0.06572 0.58161
41 H -7.63560 1.74782 0.56492
42 H -7.16949 4.04933 0.36744
43 O -2.99680 -1.81535 -2.73149
44 N -2.63031 -2.82395 -3.33838
45 O -3.39500 -3.57633 -3.89050
46 C -1.16597 -3.02312 -3.36422
47 C -0.70463 -4.29833 -3.53343
48 C 0.64983 -4.54248 -3.33293
49 C 1.50131 -3.44036 -3.15837
50 C 1.01807 -2.14346 -3.07043
51 C -0.35145 -1.92058 -3.24006
52 H -1.41637 -5.10790 -3.63245
53 H 1.11961 -5.51513 -3.35528
54 H 2.52119 -3.56321 -2.81249
55 H 1.68445 -1.30253 -2.94329
56 H -0.81561 -0.94637 -3.29450
57 O 2.95779 -0.25486 4.25468
58 N 3.95149 -0.30146 3.52198
59 O 4.76874 -1.20635 3.61416
60 C 4.09336 0.71973 2.51141
61 C 3.12156 1.68283 2.29131
62 C 3.23995 2.61722 1.28132
63 C 4.41209 2.69258 0.52027
64 C 5.37229 1.68372 0.67599
65 C 5.20071 0.74357 1.68279
66 H 2.22019 1.76960 2.88544
67 H 2.48445 3.37806 1.14335
68 H 4.54861 3.39409 -0.29190
69 H 6.20347 1.62363 -0.01138
70 H 6.00392 0.03374 1.84239
71 O 2.98147 -4.62212 2.47356
72 N 2.33289 -4.82378 1.46193
73 O 2.80252 -5.38865 0.48716
74 C 0.92144 -4.47772 1.45841
75 C 0.20062 -4.39400 0.26429
76 C -1.13275 -4.02443 0.31583
77 C -1.77385 -3.73471 1.52531
78 C -1.04391 -3.87652 2.68224
79 C 0.30483 -4.22571 2.67332
80 H 0.63536 -4.54457 -0.71184
81 H -1.64404 -3.89064 -0.62879
82 H -2.82168 -3.49618 1.64308
83 H -1.48331 -3.75062 3.66392
84 H 0.91746 -4.34536 3.55536
85 O 6.34787 -5.34101 -2.60255
86 N 6.07037 -4.88556 -1.51231
87 O 6.36416 -5.45838 -0.47632
88 C 5.34651 -3.61380 -1.42064
89 C 5.14849 -2.85625 -2.58642
90 C 4.53119 -1.64591 -2.43521
91 C 4.14335 -1.16551 -1.18931
92 C 4.25406 -1.97940 -0.09428
93 C 4.93666 -3.19535 -0.16240
94 H 5.55759 -3.15841 -3.53909
95 H 4.36132 -1.06663 -3.33556
96 H 3.78038 -0.15021 -1.12721
97 H 4.04547 -1.56823 0.88519
98 H 5.11773 -3.75207 0.74451
99 C 1.70200 1.94596 -1.56237
100 O 0.71387 2.47668 -0.67751
101 C 0.07370 1.69398 0.15459
102 O -0.47177 2.04054 1.16584
103 O -0.05866 0.47156 -0.39728
104 C -0.73710 -0.56691 0.27352
105 H 2.58194 1.47054 -1.14067
106 H 2.07312 2.85937 -2.02587
107 H 1.26355 1.33129 -2.34469
108 H -1.75634 -0.61286 -0.12516
109 H -0.89992 -0.40412 1.34074
110 H -0.33609 -1.56640 0.13311

Output
Energy above the lowest of the compared OMol25 structures with the same formula, charge and spin   2.5 kcal/mol
Maximum force   2.5 eV/A
Gap between HOMO and LUMO   0.3262 Eh
Total charge   0
Structure (SMILES)   O=[N+]([O-])c1ccccc1.O=[N+]([O-])c1ccccc1.O=[N+]([O-])c1ccccc1.O=[N+]([O-])c1ccccc1.O=[N+]([O-])c1ccccc1.O=[N+]([O-])c1ccccc1.O=[N+]([O-])c1ccccc1.COC(=O)OC
LUMO level   -1.2 eV

The following is a quantum chemistry calculation of C45H42AgFN7O5S as an isolated structure, from the OMol25 dataset.

Atoms and positions in Å:
1 Ag -0.98496 0.65362 -0.15382
2 C 1.76072 1.18569 1.54456
3 N 0.38143 1.56575 1.81162
4 C 0.19501 2.61258 2.47618
5 C -2.21808 2.88025 2.28012
6 C -3.31391 3.66523 2.61882
7 C -4.36573 3.16531 1.80360
8 C -3.80911 2.12898 1.06591
9 N -2.48691 1.95187 1.35600
10 C 2.02594 -0.16457 2.16413
11 C 1.41627 -1.29821 1.63081
12 C 1.59170 -2.53668 2.22599
13 C 2.38923 -2.66169 3.35830
14 C 3.00343 -1.53910 3.89301
15 C 2.81564 -0.29655 3.29917
16 H 2.47887 1.92472 1.92657
17 H 1.87171 1.13528 0.45837
18 H 1.00909 3.22482 2.87670
19 H -3.29575 4.55436 3.23194
20 H -5.35190 3.58966 1.69599
21 H -4.25785 1.53500 0.28163
22 H 0.78683 -1.19342 0.75540
23 H 1.10158 -3.40553 1.80464
24 H 2.53034 -3.63138 3.81960
25 H 3.62644 -1.62800 4.77492
26 H 3.28874 0.58246 3.72308
27 C -5.42972 4.29046 -4.47561
28 C -4.15935 4.13887 -3.68010
29 C -3.36286 5.24436 -3.39489
30 C -2.19822 5.11064 -2.65210
31 C -1.81202 3.86483 -2.18020
32 C -2.59457 2.75215 -2.45792
33 C -3.75359 2.89483 -3.20769
34 S -0.33017 3.76416 -1.11357
35 O -0.97175 3.15924 2.83819
36 O 0.52628 4.88718 -1.61330
37 N 0.20849 2.27454 -1.45528
38 C 0.58084 1.89498 -2.71852
39 C 0.77457 2.73533 -3.80831
40 C 1.10577 2.22976 -5.07761
41 C 1.25224 0.89097 -5.30921
42 C 1.07707 -0.00968 -4.23177
43 C 1.17242 -1.40942 -4.39466
44 C 0.97284 -2.23696 -3.32959
45 C 0.69850 -1.65586 -2.07764
46 N 0.61914 -0.36612 -1.88448
47 C 0.77115 0.47582 -2.93957
48 H -5.27348 4.90929 -5.36136
49 H -6.21570 4.76453 -3.88178
50 H -5.80202 3.32005 -4.80461
51 H -3.65210 6.22221 -3.76758
52 H -1.56198 5.96362 -2.45152
53 H -2.30729 1.76000 -2.12756
54 H -4.33568 2.00920 -3.43924
55 H 0.67968 3.80137 -3.66780
56 H 1.23597 2.93493 -5.89127
57 H 1.48719 0.50257 -6.29306
58 H 1.38321 -1.80631 -5.38207
59 H 1.00263 -3.31368 -3.42869
60 H 0.52109 -2.29225 -1.21559
61 F -1.94772 0.13280 5.19969
62 C -2.81461 -0.11895 4.18543
63 C -2.39742 -0.81253 3.08782
64 C -3.28256 -1.06617 2.04571
65 C -2.69834 -1.49763 0.76567
66 O -1.47834 -1.63905 0.67228
67 C -3.62439 -1.60331 -0.33449
68 C -4.93265 -1.38925 -0.10782
69 N -5.47554 -0.94096 1.08226
70 C -6.86709 -0.56910 1.12223
71 C -7.25253 0.87789 1.27936
72 C -7.44301 0.19093 -0.03635
73 C -4.63046 -0.69552 2.13685
74 C -5.03422 0.03517 3.25437
75 C -4.11780 0.37221 4.22321
76 N -4.57348 1.40893 5.16504
77 C -3.52470 2.29433 5.77922
78 C -4.25762 3.40307 6.55853
79 N -5.67367 3.35267 6.22445
80 C -6.30120 2.15139 6.74806
81 C -5.50007 0.93635 6.23508
82 C -3.07581 -1.74605 -1.76359
83 O -3.22490 -2.82826 -2.33674
84 O -2.57841 -0.65782 -2.14079
85 H -1.35852 -1.09627 2.96601
86 H -5.65400 -1.51097 -0.90365
87 H -7.50898 -1.30871 1.59067
88 H -6.44074 1.58454 1.34551
89 H -8.12508 1.09988 1.88113
90 H -6.76433 0.46774 -0.83099
91 H -8.44305 -0.07149 -0.35094
92 H -6.03252 0.44932 3.30034
93 H -2.93869 2.67544 4.94070
94 H -2.90232 1.68582 6.42496
95 H -3.85532 4.37126 6.26664
96 H -4.08584 3.27545 7.63616
97 H -5.09941 2.07168 4.57293
98 H -6.16481 4.19193 6.49473
99 H -7.32552 2.10682 6.37832
100 H -6.33519 2.11559 7.84506
101 H -6.13819 0.16200 5.81732
102 H -4.87285 0.49037 7.00537

Output
Energy above the lowest of the compared OMol25 structures with the same formula, charge and spin   0.0 kcal/mol
Maximum force   0.5 eV/A
Gap between HOMO and LUMO   0.1840 Eh
Total charge   -1
LUMO level   1.3 eV

The following is a quantum chemistry calculation of C45H42BrN2O3PbS3 as an isolated structure, from the OMol25 dataset.

Atoms and positions in Å:
1 Pb -0.20894 -0.22972 0.06923
2 C -8.11546 -1.39202 1.15071
3 C -7.54341 -0.23332 1.96648
4 C -7.87737 -0.47068 3.44536
5 C -8.22664 1.05986 1.50105
6 C -6.03091 -0.11169 1.80209
7 C -5.27405 -0.99823 1.06102
8 C -3.90001 -0.83664 0.97371
9 Br -2.95828 -2.11619 -0.08293
10 C -3.17785 0.18979 1.60192
11 O -1.88053 0.31872 1.53716
12 C -3.97276 1.11431 2.35626
13 C -5.34111 0.92988 2.42942
14 C -3.31569 2.32532 3.02656
15 C -2.25796 1.88841 4.05292
16 C -4.33395 3.18645 3.77759
17 C -2.68182 3.20547 1.94181
18 H -9.19986 -1.42820 1.27613
19 H -7.71119 -2.35231 1.47582
20 H -7.90173 -1.27573 0.08696
21 H -8.95867 -0.54040 3.59146
22 H -7.50269 0.34344 4.06696
23 H -7.41999 -1.39642 3.79897
24 H -9.31192 0.97240 1.59931
25 H -7.98932 1.26723 0.45642
26 H -7.90632 1.91894 2.09081
27 H -5.72613 -1.82665 0.53532
28 H -5.91954 1.63918 3.00614
29 H -2.72305 1.30963 4.85549
30 H -1.79534 2.77433 4.49839
31 H -1.48549 1.28071 3.59391
32 H -4.83887 2.62767 4.56913
33 H -5.09139 3.60274 3.11003
34 H -3.80879 4.02339 4.24229
35 H -1.96223 2.64131 1.35815
36 H -2.17319 4.06128 2.39425
37 H -3.44730 3.58350 1.26041
38 S 0.77651 -1.86594 2.19613
39 C 2.35422 -2.56877 1.87089
40 C 2.86683 -3.47425 2.81966
41 C 4.04648 -4.15973 2.62435
42 C 4.79398 -3.96872 1.46392
43 C 4.33431 -3.06254 0.53000
44 C 3.13371 -2.37463 0.71906
45 S 2.70479 -1.14804 -0.48782
46 H 2.28816 -3.63737 3.71970
47 H 4.38845 -4.85361 3.38293
48 H 5.71899 -4.50515 1.30055
49 H 4.90120 -2.86786 -0.37200
50 O -1.71557 2.72982 -3.05271
51 S -0.32747 2.40929 -2.78586
52 O 0.65733 3.28696 -3.38696
53 N -0.03817 2.14108 -1.24039
54 C 0.11615 3.23895 -0.42451
55 C -0.16651 4.55350 -0.76026
56 C 0.06233 5.61813 0.12527
57 C 0.58448 5.41366 1.37022
58 C 0.86341 4.08836 1.77406
59 C 1.38031 3.80369 3.05746
60 C 1.60377 2.51579 3.43390
61 C 1.28332 1.49063 2.52506
62 N 0.81060 1.71784 1.32331
63 C 0.61112 3.00478 0.90530
64 C -0.07990 0.80576 -3.49288
65 C 0.93712 0.61998 -4.32744
66 C 1.11918 -0.67141 -5.05732
67 C -0.02555 -1.71202 -4.92582
68 C -1.07371 -1.38291 -3.90718
69 C -1.10515 -0.22534 -3.25473
70 H -0.57115 4.77598 -1.73576
71 H -0.18127 6.62126 -0.20311
72 H 0.77433 6.23037 2.05478
73 H 1.58512 4.62953 3.72998
74 H 1.99227 2.25872 4.40957
75 H 1.39582 0.44811 2.80073
76 H 1.63324 1.43199 -4.49770
77 H 1.36635 -0.46204 -6.10023
78 H -0.51446 -1.95467 -5.87348
79 H -1.84762 -2.12030 -3.72559
80 H -1.91083 0.00159 -2.56859
81 C -0.65858 -5.19352 -2.14402
82 C -0.25040 -4.70242 -0.91647
83 C 0.66129 -3.65743 -0.85608
84 C 1.16405 -3.06959 -2.01120
85 C 2.16544 -1.96845 -1.97490
86 C 2.62349 -1.39845 -3.09329
87 C 2.12594 -1.71588 -4.45973
88 C 1.02351 -2.79891 -4.51767
89 C 0.70776 -3.53423 -3.25257
90 C -0.17700 -4.60080 -3.30341
91 H -1.36370 -6.01228 -2.20350
92 H -0.63632 -5.11904 0.00408
93 H 0.94867 -3.28503 0.11151
94 H 3.37116 -0.61770 -3.00875
95 H 2.97521 -1.90469 -5.12126
96 H 1.18511 -3.51132 -5.32873
97 H -0.52025 -4.94729 -4.27281

Output
Energy above the lowest of the compared OMol25 structures with the same formula, charge and spin   38.7 kcal/mol
Maximum force   0.2 eV/A
Gap between HOMO and LUMO   0.2662 Eh
Total charge   -1
LUMO level   2.3 eV

The following is a quantum chemistry calculation of C45H42CoN8SSe as an isolated structure, from the OMol25 dataset.

Atoms and positions in Å:
1 Co 1.17881 1.15303 -2.02067
2 C 7.32377 1.27852 1.21136
3 C 5.86065 1.30805 0.86378
4 C 5.01263 2.29314 1.37066
5 C 3.68202 2.35070 1.01016
6 C 3.11175 1.41051 0.14548
7 N 1.76081 1.49367 -0.23622
8 C 0.88121 1.81651 0.80249
9 C 1.05994 1.30177 2.09508
10 C 0.20013 1.60816 3.13220
11 C -0.91408 2.42245 2.92791
12 C -1.88104 2.73756 4.03680
13 C -1.13327 2.88354 1.63961
14 C -0.24759 2.60436 0.60276
15 N -0.50469 3.16585 -0.67061
16 C -1.29283 4.23570 -0.90270
17 C -1.53286 4.30157 -2.24811
18 C -0.84109 3.21703 -2.78476
19 N -0.21825 2.52737 -1.83006
20 C 3.96670 0.43696 -0.35782
21 C 5.31561 0.39445 -0.02140
22 N 3.46266 -0.50954 -1.29167
23 C 3.97450 -1.72364 -1.56421
24 C 3.47381 -2.13422 -2.77541
25 C 2.65262 -1.08763 -3.19159
26 N 2.64261 -0.10592 -2.29212
27 H 7.49903 1.69564 2.20209
28 H 7.90401 1.86780 0.49862
29 H 7.71593 0.26212 1.19688
30 H 5.41071 3.04094 2.04609
31 H 3.05317 3.13776 1.40612
32 H 1.91290 0.66289 2.28472
33 H 0.39739 1.20507 4.11933
34 H -1.37559 2.75418 5.00203
35 H -2.68124 1.99482 4.09575
36 H -2.35147 3.70836 3.88436
37 H -2.03148 3.44941 1.42893
38 H -1.60798 4.87409 -0.09748
39 H -2.10721 5.03941 -2.77828
40 H -0.75350 2.93924 -3.81735
41 H 5.95369 -0.35266 -0.47762
42 H 4.66450 -2.19417 -0.88565
43 H 3.67030 -3.06009 -3.28519
44 H 2.06051 -1.00702 -4.08606
45 C 0.43374 -2.30191 2.09313
46 C -0.35415 -3.34067 1.29445
47 C 0.49089 -4.61682 1.18310
48 C -1.65034 -3.65276 2.05419
49 C -0.68822 -2.84608 -0.11150
50 C -1.49527 -3.65568 -0.93886
51 C -1.81120 -3.30944 -2.23342
52 C -1.28134 -2.12442 -2.73318
53 S -1.41896 -1.45461 -4.33187
54 C -0.39705 -0.16486 -3.86703
55 N -0.03557 -0.18829 -2.60919
56 C -0.49731 -1.30268 -1.93067
57 C -0.20796 -1.65113 -0.61204
58 C 0.26931 0.84699 -4.67029
59 C 0.10169 1.09785 -6.02728
60 C 0.88164 2.07919 -6.61921
61 C 1.81661 2.77893 -5.86348
62 C 1.97514 2.52366 -4.50241
63 C 1.19291 1.55909 -3.89545
64 H 0.66734 -2.70267 3.08073
65 H -0.14127 -1.38235 2.23126
66 H 1.37832 -2.04458 1.60742
67 H 0.75326 -4.97930 2.17888
68 H 1.41476 -4.42340 0.63378
69 H -0.04732 -5.41358 0.66815
70 H -1.41951 -3.97805 3.07061
71 H -2.22247 -4.44815 1.57534
72 H -2.28587 -2.77039 2.11569
73 H -1.87679 -4.59076 -0.55031
74 H -2.42814 -3.95190 -2.84696
75 H 0.40672 -0.98334 -0.02138
76 H -0.62152 0.54091 -6.61170
77 H 0.76846 2.29678 -7.67238
78 H 2.42626 3.53525 -6.34123
79 H 2.70002 3.09223 -3.93027
80 C -5.76298 -0.88469 0.20645
81 N -4.60966 -0.62563 1.04290
82 C -3.48580 0.02543 0.65599
83 Se -3.08516 0.76490 -0.96507
84 N -2.65713 0.03649 1.73103
85 C -3.24845 -0.58754 2.81827
86 C -2.81269 -0.83100 4.10940
87 C -3.67561 -1.52748 4.94337
88 C -4.92456 -1.96388 4.49722
89 C -5.35689 -1.71890 3.20144
90 C -4.49327 -1.02271 2.37295
91 H -5.59021 -0.41690 -0.75885
92 H -6.65618 -0.46109 0.66471
93 H -5.89605 -1.95872 0.07478
94 H -1.76504 0.50684 1.70771
95 H -1.83878 -0.50288 4.44959
96 H -3.37331 -1.73990 5.95983
97 H -5.56903 -2.50454 5.17667
98 H -6.32416 -2.05857 2.85675

Output
Energy above the lowest of the compared OMol25 structures with the same formula, charge and spin   1.7 kcal/mol
Maximum force   0.3 eV/A
Gap between HOMO and LUMO (alpha / beta)   0.2484 / 0.2482 Eh
Total charge   +1
LUMO level (alpha / beta)   -2.8 / -2.8 eV

| no. | electronic energy (eV) |
| --- | --- |
| 1 | -92547.955 |
| 2 | -85565.521 |
| 3 | -164269.117 |
| 4 | -173073.283 |